Formula: C9H12N5
Source: OMol25
Level of theory: the ωB97M-V functional and the def2-TZVPD basis

The geometry in XYZ format:
```
26
Properties=species:S:1:pos:R:3:forces:R:3:mulliken_charge:R:1
C 2.662964 1.258708 -0.187942 2.8 1.7 0.2 -0.366
H -3.034867 2.006982 -0.920880 -0.4 -1.4 -0.2 0.338
C -3.247542 -0.103620 -0.202660 0.3 1.3 0.1 0.297
H -4.867986 -1.090309 0.219544 -1.3 -3.2 2.2 0.202
H 3.101457 -1.471169 -1.995154 -0.3 -0.2 1.8 0.282
C -1.186730 1.269383 -0.637164 -2.3 2.4 -1.3 -0.278
C -2.592182 0.973446 -1.036857 -0.6 1.1 -1.1 -0.372
H 1.503857 -2.398344 -0.048206 -0.5 -1.7 -0.3 0.569
H 1.332643 1.549312 1.444150 0.5 -0.6 0.2 0.388
C 3.377726 0.367572 -0.979600 -4.0 -1.7 1.7 -0.655
C 1.975787 -1.474106 -0.064563 1.5 2.8 0.7 -0.677
N -4.469510 -0.335705 -0.178158 1.4 3.3 -2.5 -0.521
N -0.994096 -0.681948 0.367276 1.2 -1.8 -0.2 -0.105
H 2.988929 2.354665 -0.258558 -1.0 -1.6 0.2 0.304
H -2.645892 -1.733992 0.939920 1.5 1.8 -1.1 0.309
N 0.699816 -0.985346 1.914902 2.2 -0.8 -1.6 -0.329
C 2.858601 -0.985581 -0.995891 1.1 0.4 -2.4 -0.335
N -0.541535 0.514220 0.091938 1.1 -1.2 1.1 0.236
C 1.629153 -0.546370 0.966955 -1.7 -1.0 0.2 0.634
H 0.326342 -0.334962 2.530957 -0.3 1.3 1.5 0.219
H -0.888081 2.304322 -0.781634 0.6 -0.2 -0.1 0.380
N -2.255882 -0.823256 0.494472 -2.8 -2.6 1.6 -0.291
C 1.867057 0.797278 0.850468 0.0 1.8 -0.6 -0.235
H -2.685529 0.670530 -2.106974 0.0 0.4 0.6 0.261
H 3.981219 0.698177 -1.742272 1.5 0.6 -1.5 0.459
H 1.104269 -1.799890 2.315933 -0.6 -1.0 0.8 0.288
```
Positions in Å, forces in eV/Å.

The energy comes out at -623.493834 Ha. For the relative energy (zero: lowest compared OMol25 entry of this formula, charge and spin), the calculation gives 505.37 kJ/mol. The molar mass comes out at 190.2 g mol⁻¹. The value obtained for the HOMO-LUMO gap (alpha / beta) is 5.643 / 6.862 eV. Its spin multiplicity is 1. The net charge is +1.



Formula: C6H9NO5
Source: OMol25
Level of theory: the ωB97M-V functional and the def2-TZVPD basis

The geometry in XYZ format:
```
21
Properties=species:S:1:pos:R:3:forces:R:3:mulliken_charge:R:1
O -3.235238 0.289688 1.261583 2.9 -1.6 -0.6 -0.612
H -1.910790 -2.133288 0.133844 -0.9 4.3 -1.6 0.365
C 1.224084 -0.636460 -0.712831 5.0 1.7 9.4 -0.283
H 3.513814 -0.159243 -0.509491 -2.4 -2.5 2.5 0.260
O 2.642119 -0.164965 1.664143 -2.0 -6.8 -0.6 -0.580
H 2.099401 2.717095 0.444962 -2.1 -3.7 -4.5 0.432
N -2.048552 -1.058883 -0.364599 1.6 -2.5 1.2 -0.526
H -0.956618 1.234450 -1.701812 0.0 1.6 -1.9 0.597
H -0.790889 -0.904545 -2.173522 0.4 -1.5 -1.6 0.514
O -1.542419 1.086432 0.175220 2.4 2.1 -0.9 -0.354
O 1.683168 1.949841 -0.630181 1.5 2.5 3.8 -0.725
C -0.615090 0.757053 -0.855373 1.7 -1.5 2.6 -0.084
O 0.201948 -1.502678 -0.233781 0.6 2.6 -4.2 -0.460
H 0.783733 0.740752 0.847115 -0.2 0.4 -0.9 0.448
C -2.223734 0.094324 0.562665 -6.3 -2.4 0.0 0.540
H 1.578223 -0.725335 -1.625321 1.0 -0.8 -4.9 0.609
H 2.219341 -1.097626 2.326281 2.0 4.6 -3.0 0.348
C -0.755399 -0.804436 -1.136422 -3.8 1.1 6.8 0.031
C 2.670016 -0.880632 0.190902 0.0 3.3 -1.5 -0.625
C 0.855469 0.879672 -0.257505 -1.7 -2.0 -0.5 -0.270
H 2.874947 -1.983752 0.165648 0.3 1.2 0.6 0.375
```
Positions in Å, forces in eV/Å.

The energy comes out at -664.697062 Ha. For the relative energy (zero: lowest compared OMol25 entry of this formula, charge and spin), the calculation gives 857.64 kJ/mol. The molar mass comes out at 175.1 g mol⁻¹. The value obtained for the HOMO-LUMO gap is 9.219 eV. Its spin multiplicity is 1.



Formula: C16H21N3O2
Source: OMol25
Level of theory: the ωB97M-V functional and the def2-TZVPD basis

The geometry in XYZ format:
```
42
Properties=species:S:1:pos:R:3:forces:R:3:mulliken_charge:R:1
H -0.445028 -3.348783 2.688680 0.1 0.1 0.1 0.336
H 1.383557 -1.833343 -0.108090 0.0 0.0 -0.2 0.397
H 2.099663 0.221238 -3.262492 0.1 0.0 0.0 0.421
H 1.650007 -1.180136 2.739350 0.1 -0.1 0.1 0.428
H 1.138012 -3.243847 1.915164 0.1 0.0 0.1 0.348
H -1.320218 -4.622828 0.739112 -0.1 -0.1 0.0 0.313
C -1.780310 3.953588 -0.414650 0.0 0.0 -0.1 -0.642
H 0.088117 -5.431441 1.431135 0.0 -0.1 0.0 0.423
H -2.176962 5.242183 1.239363 -0.1 0.1 0.0 0.405
C -0.175303 -1.574224 -1.400656 0.5 -0.2 -0.5 0.554
H -0.780516 0.064492 1.367704 -0.1 0.0 0.0 0.293
H 1.651313 -0.006803 1.405436 0.1 0.1 -0.1 0.149
H 1.069854 0.459626 2.998027 0.1 0.1 0.1 0.331
H -2.611099 4.289257 -1.016700 -0.1 0.0 0.0 0.466
H 2.427927 -0.230375 -1.584382 -0.1 0.1 0.0 0.365
C -0.388213 -2.015181 1.008074 -0.2 0.1 0.4 -0.171
C -0.445391 4.020691 1.578081 0.1 -0.1 0.0 -0.486
H 1.233534 2.685593 1.643977 0.1 -0.1 0.1 0.520
H -0.428568 0.966896 -3.503835 0.0 0.1 0.1 0.260
C 0.145857 2.494687 -0.182508 -0.6 0.4 -0.2 -0.008
C -0.946581 2.963026 -0.935024 0.2 0.0 0.4 0.136
H 1.514154 -2.232440 -2.580109 0.0 0.0 -0.1 0.377
O -1.371302 -1.491076 -1.585170 -0.4 0.1 -0.1 -0.695
C 0.836123 -1.379164 -2.530991 -0.2 0.1 0.0 -1.094
C 1.637384 -0.084401 -2.320698 -0.1 -0.1 -0.1 -0.938
C 0.751003 1.014092 -1.809774 0.4 0.1 0.2 0.303
C -0.309809 -0.765064 1.899228 0.1 -0.1 -0.2 -0.642
C 1.108787 -0.356235 2.280575 -0.2 -0.1 0.0 -1.170
C -1.532587 4.476579 0.834316 -0.1 0.0 -0.1 -0.540
H -0.255220 4.440075 2.555387 0.0 0.0 0.1 0.392
H -1.427451 -2.136827 0.682701 0.2 0.0 0.1 0.411
H 0.272156 -1.337035 -3.463780 0.0 -0.1 0.1 0.451
O -2.068160 2.725855 -3.032180 -0.1 0.1 0.0 -0.692
N 0.983553 1.510116 -0.650549 0.5 -0.4 0.0 -0.389
C -1.191501 2.403623 -2.261601 0.0 0.0 -0.2 0.419
C 0.386953 3.043996 1.080849 -0.1 0.0 0.0 -0.028
C -0.249629 -4.539428 0.908882 0.1 0.1 0.2 -1.291
N 0.381478 -1.842405 -0.206767 0.2 -0.1 0.4 0.037
H -0.893954 -0.956697 2.801069 -0.1 0.0 0.0 0.489
H 0.243959 -4.498717 -0.059473 0.0 -0.1 -0.1 0.275
N -0.269089 1.421947 -2.613067 -0.1 0.0 -0.2 0.022
C 0.063500 -3.291112 1.725387 -0.2 0.0 -0.3 -0.539
```
Positions in Å, forces in eV/Å.

The energy comes out at -937.118944 Ha. For the relative energy (zero: lowest compared OMol25 entry of this formula, charge and spin), the calculation gives 12.84 kJ/mol. The molar mass comes out at 287.4 g mol⁻¹. The value obtained for the HOMO-LUMO gap is 9.217 eV. Its spin multiplicity is 1.



Formula: C3H7N2OS
Source: OMol25
Level of theory: the ωB97M-V functional and the def2-TZVPD basis

The geometry in XYZ format:
```
14
Properties=species:S:1:pos:R:3:forces:R:3:mulliken_charge:R:1
H 0.185376 0.839257 2.211946 0.5 0.1 -0.7 0.166
H -0.362192 0.568172 -2.723955 0.0 3.6 -1.2 0.386
S -1.012563 0.555385 1.677628 -1.3 -0.5 -0.4 -0.142
H 0.682045 -0.893141 -2.619453 -2.0 1.2 0.6 0.327
H -1.117105 -0.957784 -2.764819 0.1 0.1 0.2 0.328
H 0.325683 -2.281178 -0.640057 -0.2 -0.5 0.1 0.274
H -0.456519 1.545404 -0.281192 -0.3 0.6 -1.2 0.345
N -0.817983 0.640017 -0.073107 0.8 -0.9 1.1 -0.340
N -0.251599 -1.600617 -0.180434 -0.6 2.8 0.3 -0.325
H -0.340401 -1.494355 0.874452 0.4 -0.7 -1.6 0.193
C 1.716816 1.843891 3.325307 1.6 0.5 3.1 0.137
C -0.324402 -0.343961 -2.314857 2.0 -5.0 1.0 -1.135
C -0.458950 -0.430926 -0.828686 0.5 -0.8 1.6 0.899
O 2.231795 2.009837 4.337228 -1.4 -0.4 -2.9 -0.113
```
Positions in Å, forces in eV/Å.

The energy comes out at -701.171266 Ha. For the relative energy (zero: lowest compared OMol25 entry of this formula, charge and spin), the calculation gives 140.43 kJ/mol. The molar mass comes out at 119.2 g mol⁻¹. The value obtained for the HOMO-LUMO gap is 10.375 eV. Its spin multiplicity is 1. The net charge is +1.



Formula: C4H10O2
Source: OMol25
Level of theory: the ωB97M-V functional and the def2-TZVPD basis

The geometry in XYZ format:
```
16
Properties=species:S:1:pos:R:3:forces:R:3:mulliken_charge:R:1
H -0.554156 2.031793 1.326817 0.0 -0.1 -0.1 0.363
C -1.124683 0.744304 -0.131243 0.2 0.3 -0.1 -0.640
H -0.957285 -0.885919 -1.590442 0.1 0.1 0.1 0.401
H 0.165177 0.468455 1.576927 -0.1 0.1 -0.1 0.252
O -0.862213 -2.976141 -0.605920 0.2 -0.2 -0.2 -0.532
H 1.932489 2.162704 0.975446 -0.1 -0.1 -0.1 0.348
C -0.493835 -1.810391 0.040518 0.1 0.1 0.3 -0.223
H -1.318901 -1.499977 0.685006 0.1 -0.1 -0.1 0.357
H -1.009942 1.341719 -1.060977 0.0 -0.1 0.1 0.189
H -0.090430 -3.337594 -1.059756 -0.1 -0.1 0.1 0.345
C 1.277078 1.737559 0.205695 0.0 0.0 -0.1 -1.078
H 1.825187 0.936064 -0.302809 -0.1 0.1 0.1 0.251
O -0.271155 -0.756472 -0.915624 -0.2 0.0 -0.1 -0.426
H 1.073008 2.519637 -0.535285 0.1 -0.1 0.1 0.300
H 0.445404 -1.892027 0.597404 -0.1 -0.1 -0.1 0.249
C -0.035742 1.216288 0.794243 -0.1 -0.1 0.1 -0.156
```
Positions in Å, forces in eV/Å.

The energy comes out at -308.730720 Ha. For the relative energy (zero: lowest compared OMol25 entry of this formula, charge and spin), the calculation gives 439.61 kJ/mol. The molar mass comes out at 90.1 g mol⁻¹. The value obtained for the HOMO-LUMO gap is 8.209 eV. Its spin multiplicity is 1.



Formula: C3H7NO2
Source: OMol25
Level of theory: the ωB97M-V functional and the def2-TZVPD basis

The geometry in XYZ format:
```
13
Properties=species:S:1:pos:R:3:forces:R:3:mulliken_charge:R:1
O -0.420510 1.691460 -1.003408 -0.1 0.2 0.0 -0.547
H -1.754150 0.384471 -0.244028 0.1 0.0 0.1 0.311
H 0.367330 -2.512167 0.476842 -0.1 0.1 -0.1 0.361
C -0.375748 -1.787364 0.138719 0.0 -0.1 0.0 -1.130
N 1.459481 -0.283747 0.271203 -0.5 -0.2 0.0 -0.607
C 0.196306 -0.399943 0.141687 0.2 0.0 0.0 0.878
H 0.086018 2.395021 -0.585740 0.1 -0.1 -0.1 0.343
H -0.710619 -2.060885 -0.868839 0.0 0.1 0.1 0.274
H 2.174547 1.294587 -0.502640 0.2 0.0 0.1 0.341
H -0.835623 1.256104 0.993966 0.0 -0.1 -0.1 0.255
O 1.827353 1.089493 0.374446 0.1 0.2 -0.1 -0.410
H -1.251518 -1.837892 0.796714 0.1 0.0 -0.1 0.329
C -0.762865 0.770864 0.011078 -0.2 -0.2 0.2 -0.396
```
Positions in Å, forces in eV/Å.

The energy comes out at -323.667533 Ha. For the relative energy (zero: lowest compared OMol25 entry of this formula, charge and spin), the calculation gives 297.82 kJ/mol. The molar mass comes out at 89.1 g mol⁻¹. The value obtained for the HOMO-LUMO gap is 10.361 eV. Its spin multiplicity is 1.